A molecular structure, C28H26AlN4O2 in a non-equilibrium geometry. Source: OMol25; level of theory: ωB97M-V/def2-TZVPD.

Element x y z (Å)
Al: 0.08062 0.42938 0.33837
C: -3.10885 -3.03023 0.03606
C: -3.29960 -1.86918 -0.87795
C: -4.32249 -1.92720 -1.82732
C: -4.55706 -0.89917 -2.71623
C: -3.62851 0.16263 -2.77654
C: -2.55136 0.18824 -1.92477
C: -1.46561 1.20893 -2.19284
C: -2.47364 -0.69951 -0.83401
N: -1.63150 -0.40697 0.27079
C: -2.06326 -0.59626 1.60308
O: -3.20499 -0.77152 1.97555
C: -0.97125 -0.59252 2.64094
C: -0.97567 -1.23953 3.87779
C: 0.25096 -1.40374 4.51321
C: 1.41078 -0.81880 4.01041
C: 1.31620 -0.30016 2.72892
N: 0.10933 -0.01493 2.20544
C: 2.40581 -0.14221 1.64998
O: 3.57558 -0.34459 1.99046
N: 1.91032 -0.04773 0.35536
C: 2.63529 -0.62553 -0.70654
C: 3.01292 0.17283 -1.83202
C: 2.44468 1.55195 -2.07987
C: 3.88792 -0.33540 -2.76270
C: 4.44131 -1.57036 -2.56468
C: 4.00935 -2.44984 -1.56335
C: 3.07614 -1.97424 -0.67973
C: 2.51449 -2.93438 0.34168
H: -3.44233 -3.97441 -0.44834
H: -3.64169 -2.94495 1.03774
H: -1.99141 -3.14600 0.23602
H: -4.94146 -2.84286 -1.88556
H: -5.44105 -0.86563 -3.32661
H: -3.69126 0.96428 -3.53086
H: -0.97549 1.08896 -3.15057
H: -0.63336 1.03764 -1.49033
H: -1.79841 2.23643 -2.07466
H: -1.92402 -1.63822 4.24329
H: 0.31222 -2.00654 5.42554
H: 2.36727 -0.90945 4.52613
H: 3.20104 2.28102 -1.84036
H: 1.52205 1.71589 -1.47778
H: 2.19972 1.61189 -3.16064
H: 4.13257 0.22903 -3.66437
H: 5.20050 -1.91744 -3.27417
H: 4.40999 -3.47809 -1.44013
H: 2.75432 -3.99225 0.03311
H: 1.40832 -2.90598 0.43755
H: 2.91629 -2.73767 1.37441
C: -0.63508 5.07577 1.25378
C: 0.68117 4.55238 1.17539
C: 0.90576 3.25147 0.73555
N: -0.19941 2.42629 0.48295
C: -1.43444 2.92739 0.62652
C: -1.69630 4.24496 1.00710
H: -0.80933 6.10564 1.54041
H: 1.50373 5.16911 1.46736
H: 1.94376 2.87212 0.59713
H: -2.27739 2.28123 0.34834
H: -2.75418 4.56808 1.01658

Atoms 1-3, force components in eV/Å:
Al -0.247 -0.058 0.545
C 0.933 -0.831 1.228
C 0.162 1.036 0.064

Maximum force ... 2.9 eV Å⁻¹
Total charge ... +1
2S+1 ... 1
DFT total energy ... -1694.4424 Ha
Energy above the lowest of the compared OMol25 structures with the same formula, charge and spin ... 0.0 kcal per mole
HOMO level ... -10.98 eV
E_LUMO ... -3.749 eV
M ... 477.52 g mol⁻¹
HOMO-LUMO gap ... 7.233 eV